Record 1
{
  "formula": "C3H11O4",
  "method": "the ωB97M-V functional and the def2-TZVPD basis",
  "homo_energy_ev": -4.4,
  "total_energy_ev": -11474.86525,
  "total_charge": -1,
  "e_lumo_ev": 2.03,
  "symbols": ["O", "O", "O", "O", "C", "C", "C", "H", "H", "H", "H", "H", "H", "H", "H", "H", "H", "H"],
  "positions_angstrom": [[-1.42923, 0.90496, -2.43105], [-2.49978, 0.10369, -0.20967], [1.94701, -0.31709, 1.49482], [-0.41145, -0.36487, 2.39832], [0.85503, 0.20011, -0.59761], [1.94543, 0.54851, 0.34309], [0.39500, -1.16776, -0.89334], [-2.09658, 0.99674, -3.23401], [1.09938, -1.94877, -0.59921], [-1.02359, -0.79922, 1.78205], [-1.81498, 0.24806, 0.50961], [-2.19981, 0.41173, -1.12435], [-0.16410, -1.37729, -1.79996], [1.87946, 1.52175, 0.61728], [2.97155, 0.63664, -0.11777], [-0.00189, -0.42285, 0.11784], [0.32786, 0.90656, -1.19647], [0.99747, -0.27204, 1.91277]],
  "forces_ev_per_angstrom": [[-1.85, 0.05, -2.47], [0.56, -0.45, 1.71], [1.13, 0.76, -1.71], [0.23, 0.19, -1.13], [-0.19, -3.50, -2.21], [1.23, -2.96, 1.28], [3.83, 2.98, -0.35], [2.21, -0.26, 2.60], [-0.71, 0.10, 1.03], [0.12, -0.13, 0.60], [-1.33, 0.26, -1.48], [0.74, 0.39, -0.04], [-1.12, 0.80, 0.70], [-1.07, 3.23, 1.14], [-0.87, -1.09, -0.22], [-1.32, -0.95, 0.63], [-0.73, 0.87, -0.38], [-0.85, -0.28, 0.31]],
  "lowdin_charge": [-0.545, -0.180, -0.144, -0.412, -0.043, -0.249, 0.132, -0.052, 0.109, -0.100, -0.003, -0.058, 0.100, 0.077, 0.144, 0.152, 0.086, -0.014]
}

=====

Record 2
{
  "formula": "C4H9N3",
  "method": "the ωB97M-V functional and the def2-TZVPD basis",
  "homo_energy_ev": -6.2,
  "total_energy_ev": -8761.22393,
  "e_lumo_ev": 0.74,
  "symbols": ["N", "N", "N", "C", "C", "C", "C", "H", "H", "H", "H", "H", "H", "H", "H", "H"],
  "positions_angstrom": [[1.24159, 1.43894, 0.09291], [-0.34265, -0.51336, -1.59525], [1.72434, -0.76980, 0.55212], [-1.69095, 0.55253, 0.12870], [-1.21915, -0.68109, -0.54112], [0.80853, 0.19510, 0.37185], [-0.54349, -0.07958, 0.87115], [0.51088, 2.09707, -0.12507], [2.63883, -0.68946, 0.13556], [1.35645, -1.70402, 0.62997], [-2.63253, 0.49821, 0.66346], [0.11671, -1.40094, -1.79971], [-0.63236, -0.41106, 1.90157], [2.06386, 1.54537, -0.48445], [-1.84012, -1.56972, -0.39543], [-1.55995, 1.49182, -0.40625]],
  "forces_ev_per_angstrom": [[-0.09, -0.27, -0.14], [0.06, 0.02, 0.14], [-0.16, 0.15, -0.17], [0.03, -0.03, -0.10], [0.11, 0.10, 0.15], [0.17, 0.11, 0.29], [-0.06, -0.11, -0.21], [-0.02, -0.05, 0.02], [-0.08, 0.05, 0.03], [-0.02, 0.05, 0.00], [0.06, -0.02, 0.00], [-0.11, 0.03, -0.03], [0.04, 0.00, -0.09], [-0.04, -0.05, 0.06], [0.07, 0.07, 0.04], [0.04, -0.06, 0.01]],
  "lowdin_charge": [0.182, -0.080, 0.175, -0.135, -0.425, -0.410, -0.181, 0.107, 0.116, 0.123, 0.101, -0.017, 0.114, 0.119, 0.116, 0.095]
}

=====

Record 3
{
  "formula": "CH5N3",
  "method": "the ωB97M-V functional and the def2-TZVPD basis",
  "homo_energy_ev": -8.7,
  "smiles": "N=C(N)N",
  "total_energy_ev": -5588.66433,
  "e_lumo_ev": 0.87,
  "symbols": ["N", "N", "N", "C", "H", "H", "H", "H", "H"],
  "positions_angstrom": [[0.28955, 1.09562, -0.68162], [1.05598, -1.04593, -0.49617], [-0.79064, -0.30882, 0.81162], [0.21377, -0.15860, -0.12625], [-1.44048, 0.42424, 1.02817], [0.99306, 1.23567, -1.39325], [-0.30855, 1.86324, -0.42536], [-0.89333, -1.17452, 1.31580], [0.88065, -1.93089, -0.03293]],
  "forces_ev_per_angstrom": [[0.03, 0.20, -0.18], [-0.11, -0.08, 0.06], [-0.03, -0.12, 0.06], [-0.01, 0.18, 0.09], [0.09, 0.00, -0.08], [-0.26, -0.07, 0.28], [0.14, -0.28, -0.01], [0.12, 0.20, -0.22], [0.03, -0.02, 0.00]],
  "lowdin_charge": [0.101, 0.072, 0.109, -0.652, 0.080, 0.095, 0.084, 0.091, 0.021]
}

=====

Record 4
{
  "formula": "C3H4N2O2",
  "method": "the ωB97M-V functional and the def2-TZVPD basis",
  "homo_energy_ev": -10.1,
  "smiles": "[H]/N=C/NC(=O)C=O",
  "total_energy_ev": -10249.56310,
  "e_lumo_ev": -0.19,
  "symbols": ["O", "O", "N", "N", "C", "C", "C", "H", "H", "H", "H"],
  "positions_angstrom": [[-1.84076, -1.91219, -0.28475], [-0.44609, -0.30465, -2.45476], [0.14563, 0.19748, 1.71813], [0.71732, 0.48897, -0.61244], [-1.46170, -0.71483, -0.26892], [-0.41700, -0.11339, -1.25398], [0.95251, 0.51658, 0.74843], [1.51979, 0.65117, -1.32375], [-1.95277, -0.04722, 0.39731], [0.73115, 0.37695, 2.52571], [2.05192, 0.86113, 0.80903]],
  "forces_ev_per_angstrom": [[1.90, 3.89, -0.43], [-0.13, 0.69, 1.56], [1.98, 0.88, -2.16], [-0.52, -0.52, -2.58], [-1.63, -3.85, -0.77], [1.23, -1.30, -0.18], [1.33, 0.21, 0.50], [-1.87, -0.25, 1.98], [-0.28, 0.89, 0.66], [-0.38, -0.20, 0.61], [-1.63, -0.44, 0.80]],
  "lowdin_charge": [0.051, 0.102, 0.094, 0.066, -0.136, -0.364, -0.285, 0.191, 0.093, 0.045, 0.144]
}

=====

Record 5
{
  "formula": "C4H5I",
  "method": "the ωB97M-V functional and the def2-TZVPD basis",
  "homo_energy_ev": -8.9,
  "total_energy_ev": -12327.14674,
  "e_lumo_ev": 0.54,
  "symbols": ["I", "C", "C", "C", "C", "H", "H", "H", "H", "H"],
  "positions_angstrom": [[0.30554, -2.67800, -1.72254], [-0.34743, 0.76587, 0.56702], [0.99385, 0.17881, 0.17765], [0.13862, -0.95126, -0.44130], [-1.01591, -0.30371, -0.19356], [-1.98086, -0.57462, -0.25885], [1.81847, 0.03105, 0.74563], [1.34687, 0.82219, -0.57093], [-0.62312, 1.80489, 0.13471], [-0.63601, 0.90480, 1.56217]],
  "forces_ev_per_angstrom": [[0.27, 0.94, 0.86], [-1.25, 2.83, -1.08], [-1.92, -0.38, -2.34], [-0.82, 0.25, -0.71], [3.48, -1.05, 0.82], [-3.27, -0.68, -0.72], [1.96, -0.90, 2.58], [0.74, 0.74, -1.56], [0.92, -1.33, 0.28], [-0.10, -0.42, 1.86]],
  "lowdin_charge": [0.715, -0.203, -0.155, -0.656, -0.148, 0.063, 0.071, 0.088, 0.141, 0.084]
}

=====

Record 6
{
  "formula": "C9H11NO3S2",
  "method": "the ωB97M-V functional and the def2-TZVPD basis",
  "homo_energy_ev": [-8.0, -8.0],
  "total_energy_ev": -38810.08122,
  "e_lumo_ev": [0.13, 0.13],
  "symbols": ["S", "S", "O", "O", "O", "N", "C", "C", "C", "C", "C", "C", "C", "C", "C", "H", "H", "H", "H", "H", "H", "H", "H", "H", "H", "H"],
  "positions_angstrom": [[-1.66834, 0.75702, 0.45844], [0.98710, 1.96015, 0.99056], [2.04730, 1.80407, 2.27468], [0.51169, 3.27168, 0.97358], [1.42506, 1.39018, -0.22244], [-0.80183, 1.19987, 2.90086], [-0.81492, 0.78059, -2.21977], [0.12328, -1.78525, -1.99498], [-0.73624, 0.14425, -0.99158], [-0.34124, 0.12634, -3.34976], [0.18393, -1.12113, -3.18950], [0.52505, -1.26614, 1.49695], [-0.28444, -1.13406, -0.85153], [-0.37021, 0.95796, 1.63145], [-0.47258, -1.83921, 0.53415], [-0.14076, 1.52818, 3.56870], [-1.29104, 1.63252, -2.33010], [0.52932, -1.56591, -4.12345], [1.54036, -1.44260, 1.21944], [2.11156, 0.91084, 2.47557], [-0.42457, 0.51833, -4.29815], [-1.51027, 1.90170, 3.06238], [0.38862, -1.34380, 2.47294], [-0.47830, -2.87618, 0.24575], [-1.36778, -1.64747, 1.07624], [0.32924, -2.86193, -1.81042]],
  "forces_ev_per_angstrom": [[0.41, 0.82, -0.76], [-0.73, -2.22, 1.62], [-1.14, 3.31, -2.10], [0.01, 2.73, 0.51], [1.56, -0.42, -0.31], [-0.82, 0.44, 1.62], [1.67, -3.72, 0.28], [0.63, -1.71, 1.55], [-1.49, 1.01, 0.60], [-0.03, -0.03, 2.60], [0.31, -0.95, -1.77], [-0.09, 1.70, -3.77], [-1.19, -0.67, 1.28], [1.67, -2.60, -1.68], [1.30, 1.08, -1.03], [1.38, -0.36, 0.20], [-2.11, 4.26, -0.22], [0.04, -0.48, 0.47], [0.87, 0.60, -0.35], [0.36, -3.06, 0.44], [-0.09, 1.08, -1.83], [-0.86, -0.14, -0.89], [-1.00, -0.75, 4.29], [0.56, -0.84, 0.67], [-1.46, 0.16, -0.58], [0.25, 0.75, -0.85]],
  "lowdin_charge": [1.033, 0.583, -0.136, -0.249, -0.250, 0.015, -0.058, -0.036, -0.445, -0.059, -0.085, 0.017, -0.250, -0.717, -0.208, 0.083, 0.063, 0.112, 0.070, 0.021, 0.086, 0.100, 0.004, 0.106, 0.071, 0.127]
}

=====

Energy above the lowest of the compared OMol25 structures with the same formula, charge and spin: 136.41; 76.12; 7.19; 62.31; 21.27; 45.60 (kcal/mol)